{
  "formula": "C33H33AsIrN3O5S3",
  "method": "wB97M-V/def2-TZVPD",
  "species": ["Ir", "C", "C", "S", "C", "C", "S", "H", "H", "H", "H", "H", "H", "O", "As", "C", "C", "C", "C", "C", "C", "C", "C", "C", "C", "C", "C", "C", "C", "C", "C", "C", "C", "H", "H", "H", "H", "H", "H", "H", "H", "H", "H", "H", "H", "H", "H", "H", "O", "C", "O", "C", "C", "C", "C", "C", "C", "N", "O", "O", "H", "H", "H", "H", "C", "N", "C", "C", "N", "C", "S", "H", "H", "H", "H", "H", "H", "H", "H"],
  "positions_angstrom": [[-0.9490, -0.9736, 1.4033], [-1.3345, -3.2444, 5.3741], [-1.2203, -2.8631, 3.9201], [-1.8129, -1.3450, 3.4929], [-0.7461, -3.7191, 2.9579], [-0.2693, -5.1160, 3.2490], [-0.7660, -3.2593, 1.3316], [-1.7237, -2.4131, 5.9577], [-0.3563, -3.5135, 5.7747], [-2.0016, -4.0979, 5.5045], [-0.2751, -5.3390, 4.3122], [0.7435, -5.2514, 2.8691], [-0.9050, -5.8440, 2.7406], [-1.3564, -1.3382, -0.6394], [-0.7551, -0.6042, -2.0285], [1.1420, -0.8171, -2.1092], [1.8864, -0.2994, -3.1654], [3.2571, -0.5050, -3.1980], [3.8759, -1.2260, -2.1848], [3.1303, -1.7459, -1.1361], [1.7575, -1.5450, -1.0960], [-1.6117, -1.4703, -3.4864], [-1.4741, -0.9882, -4.7840], [-2.0867, -1.6663, -5.8249], [-2.8304, -2.8107, -5.5646], [-2.9654, -3.2843, -4.2670], [-2.3524, -2.6154, -3.2167], [-1.1711, 1.2592, -2.0413], [-2.5092, 1.6327, -2.1437], [-2.8474, 2.9749, -2.0885], [-1.8528, 3.9354, -1.9370], [-0.5218, 3.5588, -1.8229], [-0.1754, 2.2140, -1.8711], [1.4039, 0.2624, -3.9570], [3.8426, -0.1067, -4.0158], [4.9455, -1.3878, -2.2173], [3.6139, -2.3157, -0.3529], [1.1632, -1.9554, -0.2898], [-0.9039, -0.0881, -4.9834], [-1.9874, -1.3024, -6.8388], [-3.3096, -3.3355, -6.3804], [-3.5489, -4.1737, -4.0712], [-2.4441, -2.9659, -2.1968], [-3.2758, 0.8769, -2.2652], [-3.8844, 3.2733, -2.1734], [-2.1182, 4.9853, -1.9213], [0.2478, 4.3107, -1.7049], [0.8602, 1.9115, -1.7781], [0.6901, 0.6041, 0.9376], [1.4447, -0.0772, 1.6922], [0.9516, -1.0221, 2.3700], [2.9038, 0.1914, 1.7423], [3.7055, -0.5127, 2.6350], [5.0759, -0.3180, 2.6314], [5.6097, 0.5790, 1.7252], [4.8322, 1.3009, 0.8402], [3.4630, 1.1014, 0.8528], [7.0801, 0.7679, 1.6935], [7.5150, 1.6141, 0.9415], [7.7465, 0.0625, 2.4190], [3.2469, -1.2095, 3.3231], [5.7317, -0.8486, 3.3056], [5.3043, 1.9929, 0.1588], [2.8224, 1.6417, 0.1693], [-4.7647, 2.9897, 1.2850], [-3.3347, 3.0576, 1.4840], [-2.6663, 4.3314, 1.7396], [-1.1888, 3.9272, 1.8913], [-1.2354, 2.4792, 1.6935], [-2.4671, 2.0445, 1.4467], [-2.9352, 0.4359, 1.1088], [-5.2855, 3.3814, 2.1596], [-5.0618, 1.9573, 1.1267], [-5.0490, 3.5808, 0.4123], [-3.0663, 4.7921, 2.6435], [-2.8339, 5.0139, 0.9039], [-0.7990, 4.1607, 2.8805], [-0.5491, 4.3958, 1.1442], [-0.4145, 1.9160, 1.5071]],
  "atomic_forces_ev_per_a": [[-0.06, -0.61, 1.18], [-0.09, -0.03, -0.12], [0.07, -0.32, 0.23], [0.29, 1.05, -0.04], [0.05, -0.27, 0.28], [-0.05, 0.03, -0.14], [-0.12, 0.54, -0.37], [0.00, 0.00, 0.02], [0.00, 0.02, 0.02], [0.02, -0.01, 0.01], [-0.02, 0.03, 0.01], [0.02, -0.03, 0.04], [0.00, -0.02, 0.03], [0.44, -0.01, -0.65], [0.12, 0.04, 0.28], [0.07, -0.07, 0.02], [-0.07, 0.01, 0.06], [0.02, 0.02, -0.01], [0.02, -0.01, 0.02], [-0.05, -0.02, -0.05], [0.04, 0.00, -0.14], [-0.06, -0.05, -0.02], [-0.01, 0.02, 0.05], [0.00, 0.00, -0.03], [0.00, -0.01, 0.02], [0.01, 0.03, 0.00], [0.02, 0.02, -0.03], [0.03, 0.09, -0.02], [0.08, 0.00, -0.06], [0.00, -0.01, 0.01], [-0.02, -0.01, 0.03], [0.01, -0.02, 0.01], [-0.06, 0.02, 0.00], [0.03, 0.00, -0.02], [0.00, 0.00, 0.00], [0.00, 0.00, 0.00], [0.00, 0.01, 0.00], [0.02, -0.07, 0.00], [-0.02, 0.01, -0.02], [0.00, 0.00, 0.00], [0.00, 0.00, 0.00], [0.00, 0.00, 0.00], [-0.02, -0.02, 0.00], [-0.03, 0.02, 0.00], [0.01, 0.00, -0.03], [0.00, 0.00, 0.01], [0.01, 0.00, -0.02], [0.00, 0.01, 0.02], [-0.41, 0.00, -0.18], [0.41, 0.28, 0.10], [-0.31, -0.47, -0.50], [-0.03, -0.01, 0.08], [-0.03, 0.00, 0.00], [0.04, -0.05, 0.03], [-0.01, -0.02, 0.00], [0.01, 0.06, -0.07], [0.00, 0.05, 0.02], [0.00, 0.03, 0.02], [-0.02, -0.03, 0.01], [-0.03, 0.02, -0.01], [0.03, -0.02, -0.01], [-0.01, -0.01, 0.00], [-0.01, 0.00, 0.00], [0.00, -0.03, -0.02], [0.03, 0.01, 0.01], [-0.05, -0.02, 0.02], [0.02, -0.02, -0.03], [-0.03, -0.09, 0.02], [0.04, 0.26, 0.05], [0.02, -0.14, -0.09], [-0.28, -0.15, 0.00], [0.00, 0.00, 0.01], [0.00, -0.01, 0.01], [0.00, 0.00, 0.00], [-0.01, 0.00, 0.01], [0.01, 0.00, -0.01], [0.00, 0.04, 0.00], [-0.02, 0.00, -0.03], [-0.04, -0.08, 0.01]],
  "mulliken_charge": [2.69, -1.63, 0.66, -0.37, 0.65, -1.44, -0.28, 0.47, 0.36, 0.35, 0.41, 0.32, 0.34, -1.11, 1.16, 0.25, -0.06, -0.75, -0.65, -0.69, -0.26, 0.30, -0.43, -0.67, -0.48, -0.69, -0.29, 0.44, -0.70, -0.75, -0.61, -0.75, 0.15, 0.32, 0.44, 0.45, 0.50, 0.26, 0.32, 0.41, 0.39, 0.43, 0.38, 0.44, 0.51, 0.51, 0.51, 0.09, -1.11, 0.10, -0.86, 0.43, -0.34, -0.58, -0.10, -0.73, -0.15, 1.03, -0.60, -0.60, 0.59, 0.52, 0.51, 0.33, -0.96, 0.21, -0.65, -0.58, 0.35, 0.46, -0.57, 0.33, 0.29, 0.32, 0.40, 0.34, 0.44, 0.26, -0.01],
  "spin_multiplicity": 2,
  "mol_weight_da": 914.98,
  "total_charge": 1,
  "homo_energy_ha": [-0.354, -0.382],
  "orbital_gap_ha": [0.2310, 0.2424],
  "relative_energy_kcal_mol": 52.5
}

***

{
  "formula": "C26H75N7O10",
  "method": "wB97M-V/def2-TZVPD",
  "species": ["N", "H", "H", "H", "H", "C", "O", "O", "O", "H", "C", "C", "C", "O", "C", "N", "H", "H", "H", "H", "H", "H", "H", "H", "H", "H", "H", "C", "C", "C", "O", "C", "N", "H", "H", "H", "H", "H", "H", "H", "H", "H", "H", "H", "C", "C", "C", "O", "C", "N", "H", "H", "H", "H", "H", "H", "H", "H", "H", "H", "H", "C", "C", "C", "O", "C", "N", "H", "H", "H", "H", "H", "H", "H", "H", "H", "H", "H", "C", "C", "C", "O", "C", "N", "H", "H", "H", "H", "H", "H", "H", "H", "H", "H", "H", "C", "C", "C", "O", "C", "N", "H", "H", "H", "H", "H", "H", "H", "H", "H", "H", "H", "C", "O", "H", "H", "H", "H"],
  "positions_angstrom": [[0.5093, 0.6899, -0.6035], [0.6341, 0.9744, -1.4970], [-0.0396, 1.3221, -0.0010], [1.4407, 0.6109, -0.0411], [0.0711, -0.2886, -0.4595], [3.0613, 2.4765, -2.2213], [4.0948, 2.0369, -2.7182], [2.9893, 2.5713, -0.8725], [2.0825, 2.9542, -2.8551], [3.7529, 2.1703, -0.4148], [-3.0960, -3.2873, -2.1558], [-3.2111, -1.7391, -2.3775], [-4.6834, -1.2563, -1.7512], [-5.5913, -2.1963, -2.1471], [-7.0566, -2.1617, -1.6959], [-2.1677, -1.0214, -1.6001], [-1.8711, -3.7791, -2.3234], [-3.7344, -3.6351, -2.8303], [-3.3504, -3.7410, -1.1073], [-2.9742, -1.5253, -3.3914], [-4.9509, -0.2453, -2.2121], [-4.7129, -1.0997, -0.6784], [-6.6998, -2.3758, -0.7912], [-7.5662, -2.7885, -2.2818], [-7.6242, -1.1901, -1.7640], [-2.2917, -1.1931, -0.6336], [-2.2473, 0.0248, -1.6095], [-3.9183, 2.6255, -1.5392], [-3.0650, 2.5155, -2.7354], [-3.1717, 3.6680, -3.6967], [-4.4908, 4.0074, -3.8321], [-4.6501, 5.0251, -4.8530], [-1.6373, 2.1429, -2.5321], [-4.1272, 2.0293, -0.7107], [-5.0554, 2.7917, -1.8064], [-3.7221, 3.3950, -0.9069], [-3.3029, 1.5583, -3.3667], [-2.6922, 3.3917, -4.6194], [-2.7798, 4.7349, -3.1331], [-5.6978, 5.1530, -5.1179], [-4.0184, 4.8512, -5.6557], [-4.3874, 6.0551, -4.4592], [-1.0716, 2.7172, -1.9791], [-1.0645, 2.2729, -3.1616], [0.4970, 2.8277, 2.8847], [1.9898, 2.2997, 2.8892], [2.6755, 2.3819, 4.2379], [2.7432, 3.8201, 4.5906], [3.1917, 3.8329, 5.9265], [1.8493, 0.9869, 2.4634], [-0.1697, 2.2570, 3.4816], [0.0895, 2.6916, 1.8319], [0.4420, 3.8880, 3.2386], [2.5346, 3.0101, 2.2194], [3.5969, 1.8439, 4.4222], [2.1127, 1.7795, 5.1303], [3.2711, 4.8233, 5.8681], [4.1322, 3.2209, 6.0884], [2.4964, 3.5549, 6.8658], [2.7541, 0.8321, 1.7940], [2.0841, 0.2009, 3.1102], [2.7054, -1.7855, 1.4033], [3.9483, -1.4148, 2.2330], [5.3095, -1.4981, 1.5462], [5.4654, -2.8981, 1.1361], [6.6892, -3.1533, 0.5023], [3.6908, -0.1015, 2.6226], [1.8111, -1.7284, 2.0588], [2.6580, -2.6131, 0.9306], [2.7472, -0.9894, 0.5713], [4.0936, -2.1807, 3.0293], [6.1239, -1.1858, 2.0298], [5.1129, -0.9334, 0.5196], [6.9354, -4.2396, 0.5754], [7.4612, -2.3999, 0.8078], [6.4577, -3.0278, -0.6336], [4.3047, 0.2063, 3.4221], [2.8287, -0.0302, 3.0801], [-2.1192, -0.3564, 2.0033], [-2.2238, -1.8971, 2.1997], [-3.6594, -2.4692, 2.2131], [-4.1226, -2.2790, 3.5973], [-5.5502, -2.2948, 3.7720], [-1.5772, -2.5222, 0.9426], [-1.1402, -0.0516, 2.0604], [-2.6550, 0.2108, 2.7451], [-2.7043, 0.0940, 1.2823], [-1.7388, -2.3101, 3.0125], [-3.7270, -3.4927, 2.0082], [-4.1751, -2.0530, 1.4504], [-5.8132, -2.5321, 4.7123], [-5.9677, -2.9927, 3.0891], [-5.9996, -1.4711, 3.4783], [-2.3121, -2.9887, 0.3952], [-0.9695, -3.2547, 1.2631], [1.8023, -2.0590, -2.5163], [2.7837, -2.1262, -1.2380], [3.8359, -3.1236, -1.5094], [3.2871, -4.4591, -1.7262], [4.1865, -5.5932, -1.7567], [3.1120, -0.8561, -0.7916], [1.2976, -3.0556, -2.7748], [2.5109, -1.7281, -3.2334], [0.9177, -1.5290, -2.3005], [2.0919, -2.4100, -0.3512], [4.2064, -3.3968, -0.4730], [4.3425, -2.6646, -2.2345], [4.6426, -5.7537, -0.8408], [4.7645, -5.4203, -2.7830], [3.5859, -6.5138, -1.8281], [3.5427, -0.2673, -1.4634], [3.7369, -0.7184, -0.0507], [-0.0123, 5.1077, -1.3711], [0.2112, 3.7920, -1.1015], [-1.1192, 5.4228, -1.2918], [0.3873, 5.1237, -2.2716], [0.6387, 5.9261, -0.7460], [1.1534, 3.4425, -1.3093]],
  "atomic_forces_ev_per_a": [[0.37, -3.20, 7.16], [0.34, 1.21, -3.80], [0.01, 0.18, -0.90], [-1.54, 0.24, -1.65], [0.52, 1.68, -1.01], [0.66, 0.77, -3.31], [0.72, -1.01, 0.50], [-0.62, -0.28, 2.77], [-0.46, -0.44, 1.48], [-0.18, 0.38, -0.89], [5.57, 0.34, 3.45], [-0.28, 0.08, 4.53], [0.95, 1.35, -2.86], [-2.42, -1.01, -2.04], [3.37, 4.74, -1.33], [0.10, 1.47, -0.72], [-3.77, 1.82, 0.12], [-2.49, -2.35, -2.76], [0.08, 1.29, -1.81], [-0.75, 0.26, -1.01], [0.52, -0.84, 0.51], [0.71, -0.19, 0.63], [-1.03, -1.41, 4.50], [-1.54, -3.08, -1.76], [1.18, -0.43, 0.08], [0.03, -0.75, 1.03], [-0.10, -1.03, -0.94], [-4.20, 0.38, -1.20], [2.02, -3.59, -2.33], [0.57, 3.35, 3.33], [-2.16, 0.73, -2.29], [-0.95, 1.33, 2.96], [-6.79, -2.06, 8.38], [0.79, -3.25, 0.66], [2.27, 0.03, -0.18], [1.14, 3.57, 1.03], [-0.78, 1.66, 1.00], [0.50, 0.34, -0.51], [0.41, -2.87, -1.61], [0.01, -0.65, -0.15], [0.98, -0.56, -1.82], [0.14, -1.03, -0.02], [-0.10, 1.76, 2.86], [6.06, 0.75, -10.15], [0.99, 1.76, -0.83], [-2.23, 2.22, 1.64], [-2.48, 0.84, 2.32], [-0.35, -4.84, 0.00], [-0.45, -2.56, 1.69], [-1.18, -0.60, -5.00], [-0.25, -0.83, 0.93], [0.71, 0.64, 1.11], [-0.14, -0.70, -0.60], [-0.08, -1.01, 0.04], [1.11, 0.58, -0.95], [0.10, 1.52, -1.98], [1.59, 4.31, 1.91], [-0.74, 0.97, -0.34], [0.70, 0.23, -2.53], [-3.25, 0.53, 1.65], [-8.13, 4.07, 0.11], [0.27, 6.11, 4.42], [1.08, -3.54, 0.49], [-4.90, -2.22, -5.99], [0.01, 1.03, 1.90], [-0.49, 0.26, -2.60], [7.79, -0.99, 2.53], [0.42, 0.08, -0.28], [0.58, -5.99, -1.80], [-2.85, -1.53, 4.05], [-0.45, 0.55, 0.27], [3.03, 1.51, 2.15], [1.63, -0.52, 2.03], [0.17, 1.01, 0.54], [-0.27, -1.11, -0.21], [0.91, 0.09, 1.51], [0.07, -0.38, -1.25], [5.73, -2.82, 0.61], [-1.83, -1.94, 2.76], [-1.43, -0.01, -4.36], [2.02, 0.71, 4.49], [-0.57, 0.46, -1.03], [3.37, -2.78, -2.52], [-0.62, 0.48, 0.98], [2.37, 0.80, -0.31], [0.11, -0.19, 1.66], [-0.64, 0.07, -3.04], [1.18, -0.16, 1.93], [0.51, -1.95, -0.12], [-2.38, 2.18, -2.05], [-0.51, -0.86, 3.39], [-0.45, -1.39, -0.46], [-1.75, 4.73, -1.10], [0.59, 0.24, 0.21], [0.31, -0.39, -0.07], [0.91, -2.39, 1.89], [-6.44, -2.61, 0.04], [-1.78, -4.04, 5.90], [-0.99, 0.03, -0.98], [-1.34, 1.65, -4.06], [1.45, 3.55, -4.00], [1.61, 0.96, 0.34], [-0.36, 0.67, -1.59], [-0.64, 1.67, -0.06], [0.82, -0.68, -2.75], [1.33, 1.59, -1.40], [3.29, 0.77, -3.12], [2.00, 0.36, 1.62], [-0.29, -0.98, 2.60], [-0.24, 0.56, -0.55], [0.22, 0.86, -1.78], [1.80, -0.46, -0.03], [-0.44, 2.94, 3.87], [0.75, -3.17, 2.70], [1.72, -0.79, -0.21], [1.09, 1.76, -4.95], [-1.51, -1.98, -0.83], [-1.73, 1.40, -0.51]],
  "mulliken_charge": [1.23, 0.43, 0.00, -0.68, 0.05, 0.70, -0.74, -0.53, -0.70, 0.30, -1.44, 0.01, 0.06, -0.42, -0.77, 0.16, 0.06, 0.69, 0.19, 0.49, 0.20, 0.10, 0.40, 0.25, 0.22, -0.41, 0.09, -1.76, 0.80, -0.39, -0.29, -0.77, -0.28, 0.45, 0.32, 0.67, -0.10, 0.41, 0.06, 0.26, 0.34, 0.27, 0.09, 0.20, -1.36, 0.87, -0.68, -0.36, -0.70, -0.46, 0.34, 0.07, 0.40, 0.11, 0.31, 0.28, 0.35, 0.28, 0.21, 0.21, 0.67, -2.76, -0.25, -0.72, -0.40, -0.61, -0.40, 0.15, 1.33, 0.27, 0.35, 0.82, 0.54, 0.25, 0.31, 0.20, 0.12, -0.08, -0.99, 0.32, -1.22, -0.42, -1.05, -0.38, -0.15, 0.59, 0.22, 0.88, 0.70, 0.36, 0.33, 0.40, 0.43, -0.28, 0.34, -1.36, 0.31, -0.83, -0.40, -0.76, 0.13, 0.18, 0.56, 0.13, 0.50, 0.10, 0.91, 0.28, 0.27, 0.26, 0.54, -0.49, -0.98, -0.50, 0.19, 0.47, 0.17, 0.34],
  "spin_multiplicity": 1,
  "mol_weight_da": 645.93,
  "homo_energy_ha": -0.295,
  "orbital_gap_ha": 0.3025,
  "relative_energy_kcal_mol": 30.8
}

***

{
  "formula": "C5H14N",
  "method": "wB97M-V/def2-TZVPD",
  "species": ["C", "C", "C", "C", "C", "N", "H", "H", "H", "H", "H", "H", "H", "H", "H", "H", "H", "H", "H", "H"],
  "positions_angstrom": [[-1.9868, 0.9654, -0.4198], [-0.7650, 0.1563, -0.0036], [0.5286, 0.9290, -0.2923], [1.8208, 0.1149, -0.3735], [2.0971, -0.6091, 0.9642], [-0.6953, -1.1952, -0.6706], [-1.8411, 1.3751, -1.4109], [-2.8845, 0.3657, -0.2805], [-2.1235, 1.7965, 0.2778], [-0.8169, 0.0112, 1.0672], [0.7100, 1.7215, 0.4467], [0.3527, 1.4874, -1.2149], [2.6230, 0.8291, -0.5316], [1.7497, -0.6111, -1.1760], [2.5356, 0.1213, 1.6450], [2.8215, -1.4072, 0.8291], [1.1835, -0.9629, 1.4335], [-3.0177, -1.7969, 0.3734], [-1.6933, -1.4356, -0.7720], [-0.5985, -1.8554, 0.1087]],
  "atomic_forces_ev_per_a": [[0.35, -0.05, 0.85], [0.80, -0.14, -0.05], [0.10, 0.52, -0.24], [-0.66, -0.23, 0.81], [0.24, 0.79, -0.41], [-1.69, 0.02, 1.13], [-0.40, -0.13, -0.35], [-0.16, -0.03, -0.52], [0.21, 0.13, -0.13], [-0.15, -0.10, 0.44], [-0.38, -0.15, 0.18], [0.27, -0.13, -0.28], [0.26, -0.13, -0.40], [0.14, 0.06, -0.22], [0.02, -0.08, 0.22], [-0.08, -0.20, 0.12], [0.02, -0.33, -0.03], [-0.17, -0.11, 0.12], [0.20, 0.27, -1.01], [1.09, 0.04, -0.21]],
  "mulliken_charge": [-1.28, 0.34, -0.93, -0.52, -1.11, -0.66, 0.37, 0.34, 0.33, 0.17, 0.33, 0.39, 0.35, 0.36, 0.33, 0.28, 0.30, 0.05, 0.19, 0.35],
  "spin_multiplicity": 2,
  "mol_weight_da": 88.17,
  "homo_energy_ha": [-0.357, -0.361],
  "orbital_gap_ha": [0.4049, 0.3225],
  "relative_energy_kcal_mol": 32.7
}

***

| no. | E_tot (a.u.) |
| --- | --- |
| 1 | -5352.1860 |
| 2 | -2170.3959 |
| 3 | -253.5323 |